Here is a cluster of 6 separate species, C30H28O18 in total in a non-equilibrium geometry from the OMol25 dataset. Energies are from ωB97M-V with the def2-TZVPD basis set.

Structure (XYZ):
```
76
Properties=species:S:1:pos:R:3:lowdin_charge:R:1
O -1.833 4.428 0.251 0.20
C -1.410 3.472 0.692 -0.49
C -0.660 2.497 -0.048 0.12
C -0.065 1.246 0.657 -0.13
O 0.804 0.391 0.054 0.08
C -0.327 0.888 2.034 -0.40
O -0.186 -0.163 2.633 0.11
C -1.006 1.930 2.800 0.15
C -1.487 3.334 2.166 -0.08
O -2.148 4.285 2.834 0.15
H -0.391 2.650 -1.152 0.12
H 0.728 0.537 -0.887 0.09
H -1.110 1.744 3.788 0.06
H -2.751 4.646 2.304 0.04
O -2.911 -1.829 2.427 0.11
C -3.413 -0.901 1.845 -0.33
C -2.857 -0.639 0.449 0.10
C -3.373 0.457 -0.405 -0.17
O -3.103 0.616 -1.778 0.04
C -4.392 1.384 0.079 -0.37
O -4.820 2.307 -0.563 0.13
C -4.992 1.119 1.462 0.10
C -4.509 0.067 2.290 -0.19
O -4.959 -0.253 3.549 0.09
H -1.868 -1.026 0.103 0.12
H -2.557 -0.166 -2.130 0.15
H -5.852 1.665 1.984 0.15
H -4.540 -1.064 3.715 0.06
O 0.674 -2.610 0.246 0.14
C 1.412 -3.209 0.951 -0.45
C 1.349 -4.758 0.947 0.13
C 2.434 -5.595 1.680 -0.16
O 2.675 -6.888 1.267 0.06
C 3.423 -4.948 2.547 -0.37
O 4.119 -5.679 3.252 0.11
C 3.476 -3.445 2.537 0.16
C 2.405 -2.691 1.685 -0.14
O 2.521 -1.295 1.681 0.10
H 0.593 -5.248 0.290 0.11
H 1.802 -7.121 0.825 0.14
H 4.323 -2.927 3.007 0.12
H 1.832 -1.073 1.125 0.00
O 1.968 -1.533 -7.109 0.15
C 1.501 -0.743 -6.365 -0.45
C 2.324 -0.313 -5.210 0.13
C 1.577 0.280 -3.936 -0.13
O 2.264 0.654 -2.865 0.12
C 0.248 0.859 -4.111 -0.42
O -0.220 1.591 -3.255 0.09
C -0.491 0.683 -5.318 0.12
C 0.176 -0.190 -6.405 -0.09
O -0.486 -0.629 -7.573 0.05
H 3.420 -0.519 -5.228 0.12
H 3.156 0.424 -2.836 0.10
H -1.532 1.052 -5.383 0.13
H 0.210 -1.080 -8.150 0.14
C 1.494 4.909 -3.662 -0.05
C 2.624 5.895 -3.405 -0.61
C 3.419 6.347 -4.593 -0.05
O 2.859 6.241 -2.305 0.09
H 1.842 3.938 -4.255 0.10
H 0.593 5.540 -4.087 0.12
H 1.067 4.269 -2.748 0.09
H 4.257 5.595 -5.044 0.13
H 4.023 7.230 -3.944 0.14
H 2.854 6.772 -5.416 0.06
C -1.093 -4.288 6.792 -0.03
C -0.319 -3.043 6.417 -0.41
C -0.153 -2.664 4.914 -0.01
O 0.111 -2.294 7.357 -0.01
H -1.035 -5.044 6.151 0.01
H -2.216 -4.001 6.642 0.14
H -0.843 -4.582 7.798 0.08
H -0.610 -3.564 4.459 0.09
H 0.740 -2.155 4.799 0.05
H -0.777 -1.773 4.680 0.08
```

* multiplicity: 1
* lowest unoccupied orbital energy: -2.88 eV
* orbital gap: 5.9 eV
* SMILES: O=C1C=C(O)C(=O)C=C1O.O=C1C=C(O)C(=O)C=C1O.O=C1C=C(O)C(=O)C=C1O.O=C1C=C(O)C(=O)C=C1O.CC(C)=O.CC(C)=O
* HOMO: -8.8 eV
* M: 676.536 g/mol

Here is an isolated molecule of C3H10N2 in a non-equilibrium geometry from the OMol25 dataset. Energies are from ωB97M-V with the def2-TZVPD basis set.

Structure (XYZ):
```
15
Properties=species:S:1:pos:R:3:nbo_charge:R:1
C 2.069 1.252 0.023 -0.62
C 1.016 0.209 0.472 -0.21
N -0.279 0.536 -0.118 -0.66
C -1.109 -0.463 -0.667 -0.06
N -1.639 -1.467 0.300 -0.84
H 1.465 2.144 -0.091 0.21
H 2.540 1.025 -0.933 0.20
H 2.888 1.225 0.742 0.20
H 1.169 -0.828 0.172 0.20
H 0.984 0.229 1.565 0.17
H -0.742 1.351 0.259 0.36
H -0.493 -0.969 -1.432 0.16
H -1.909 -0.089 -1.312 0.17
H -1.851 -2.295 -0.252 0.34
H -2.596 -1.165 0.480 0.34
```

* multiplicity: 1
* lowest unoccupied orbital energy: 1.11 eV
* orbital gap: 9.6 eV
* SMILES: CCNCN
* HOMO: -8.5 eV
* M: 74.127 g/mol

Here is a structure of composition C3H3Br2NO in a non-equilibrium geometry from the OMol25 dataset. Energies are from ωB97M-V with the def2-TZVPD basis set.

Structure (XYZ):
```
10
Properties=species:S:1:pos:R:3:nbo_charge:R:1
C -1.274 0.165 0.065 0.76
C 0.866 0.336 0.238 -0.28
C 0.235 -0.906 -0.469 -0.31
N -0.323 0.985 0.560 -0.65
O -2.456 0.167 -0.106 -0.54
Br 0.435 -0.929 -2.438 0.07
Br 0.243 -2.708 0.352 0.08
H 1.539 0.103 1.186 0.21
H 1.451 0.998 -0.458 0.22
H -0.716 1.789 1.069 0.43
```

* multiplicity: 1
* lowest unoccupied orbital energy: 0.20 eV
* orbital gap: 9.4 eV
* HOMO: -9.2 eV
* M: 228.871 g/mol

Here is a structure of composition C36H44MnN2Si in a non-equilibrium geometry from the OMol25 dataset. Energies are from ωB97M-V with the def2-TZVPD basis set.

Structure (XYZ):
```
84
Properties=species:S:1:pos:R:3:lowdin_charge:R:1
C 0.477 2.351 0.669 -0.15
C 0.782 2.370 -0.734 -0.18
C -0.453 2.192 -1.452 -0.22
H 1.758 2.544 -1.179 0.11
C -1.510 2.015 -0.495 -0.18
C -0.934 2.140 0.819 -0.16
H -1.483 2.165 1.760 0.12
H 1.177 2.562 1.480 0.12
H -0.575 2.209 -2.521 0.05
H -2.565 1.894 -0.735 0.10
Mn -0.056 0.413 -0.261 0.65
C -0.684 -3.837 -2.818 -0.05
H -1.523 -3.582 -3.479 0.03
H -0.525 -3.055 -2.060 0.01
H 0.237 -3.994 -3.397 0.01
Si 0.406 -0.153 -3.881 0.86
C 1.721 -0.701 -5.147 -0.37
C 2.778 0.128 -5.602 -0.11
H 2.904 1.137 -5.200 0.09
C 3.668 -0.309 -6.603 -0.09
H 4.460 0.355 -6.968 0.10
C 3.519 -1.587 -7.165 -0.09
H 4.208 -1.929 -7.948 0.10
C 2.496 -2.426 -6.711 -0.09
H 2.362 -3.421 -7.145 0.10
C 1.605 -1.987 -5.722 -0.13
H 0.795 -2.649 -5.423 0.09
C -1.023 0.249 -5.101 -0.32
C -0.854 0.346 -6.504 -0.09
H 0.092 0.080 -6.977 0.09
C -1.893 0.819 -7.327 -0.08
H -1.751 0.887 -8.410 0.10
C -3.101 1.243 -6.757 -0.09
H -3.899 1.654 -7.381 0.10
C -3.281 1.162 -5.367 -0.09
H -4.218 1.490 -4.906 0.10
C -2.251 0.682 -4.549 -0.13
H -2.377 0.666 -3.467 0.08
H 0.900 1.173 -3.573 -0.04
H -0.927 -4.732 -2.324 -0.01
C -5.010 -2.014 4.326 -0.08
C -3.492 -2.112 4.499 -0.56
C -3.076 -1.131 5.608 -0.05
C -3.149 -3.538 4.959 -0.05
C -2.745 -1.765 3.201 -0.17
C -3.385 -1.331 2.031 -0.03
C -2.625 -0.825 0.972 -0.11
N -1.278 -0.713 1.051 -0.01
C -0.628 -1.246 2.132 -0.21
C -1.351 -1.798 3.202 0.03
C 0.815 -1.085 2.118 -0.21
C 1.653 -1.444 3.188 0.04
C 3.002 -1.098 3.147 -0.18
C 3.528 -0.624 1.932 -0.05
C 2.661 -0.318 0.882 -0.11
N 1.316 -0.436 1.017 -0.03
C 3.899 -1.100 4.392 -0.57
C 5.121 -1.998 4.157 -0.05
C 4.389 0.334 4.643 -0.05
C 3.162 -1.581 5.648 -0.07
H -5.509 -2.257 5.273 0.09
H -5.372 -2.723 3.572 0.09
H -5.317 -1.001 4.040 0.09
H -3.613 -1.370 6.537 0.09
H -2.003 -1.192 5.812 0.08
H -3.319 -0.099 5.326 0.09
H -3.440 -4.268 4.191 0.09
H -2.077 -3.640 5.159 0.08
H -3.698 -3.765 5.884 0.09
H -4.468 -1.343 1.920 0.10
H -3.090 -0.506 0.035 0.11
H -0.796 -2.183 4.052 0.10
H 1.208 -1.919 4.060 0.10
H 4.597 -0.444 1.802 0.10
H 3.026 0.029 -0.088 0.11
H 5.711 -1.670 3.294 0.08
H 5.769 -1.988 5.043 0.09
H 4.799 -3.032 3.984 0.09
H 3.538 1.002 4.810 0.09
H 5.024 0.372 5.537 0.09
H 4.967 0.725 3.799 0.08
H 2.299 -0.936 5.861 0.09
H 2.830 -2.620 5.529 0.09
H 3.849 -1.533 6.506 0.09
```

* multiplicity: 6
* lowest unoccupied orbital energy (alpha / beta): 0.65 / -1.97 eV
* orbital gap (alpha / beta): 5.3 / 5.7 eV
* expectation value of S²: 8.80
* HOMO (alpha / beta): -4.6 / -7.6 eV
* M: 587.786 g/mol

So what do the calculations give for total energy? Going down the list: -68401.795; -6252.604; -146780.251; -80220.945 eV.
So what do the calculations give for relative energy (zero: lowest compared OMol25 entry of this formula, charge and spin)? Going down the list: 1.228; 0.824; 0.915; 2.287 eV.